Entry 1:
{"formula": "C12H17N", "method": "ωB97M-V/def2-TZVPD", "symbols": ["C", "C", "H", "H", "H", "H", "H", "H", "C", "C", "C", "C", "C", "C", "C", "C", "C", "C", "N", "H", "H", "H", "H", "H", "H", "H", "H", "H", "H", "H"], "positions_angstrom": [[0.555, -2.619, 2.374], [1.908, -2.417, 1.757], [0.231, -1.869, 2.975], [-0.300, -2.561, 1.644], [0.481, -3.593, 2.993], [1.832, -1.634, 1.064], [2.160, -3.308, 1.123], [2.832, -2.096, 2.314], [-1.990, 0.554, 1.060], [-3.141, 0.333, 0.109], [-0.856, 1.371, 0.326], [-0.580, 2.726, 0.304], [0.054, 0.821, -0.628], [0.789, 1.930, -1.260], [0.154, -0.497, -1.144], [1.548, 1.644, -2.388], [1.059, -0.773, -2.245], [1.730, 0.264, -2.766], [0.407, 3.072, -0.674], [-2.282, 1.239, 1.863], [-1.420, -0.351, 1.329], [-2.724, -0.020, -0.852], [-1.018, 3.437, 0.974], [0.621, 3.962, -0.913], [-0.550, -1.327, -0.929], [2.198, 2.398, -2.861], [1.163, -1.833, -2.512], [2.579, 0.125, -3.517], [-3.536, 1.304, -0.126], [-3.904, -0.283, 0.607]], "atomic_forces_ev_per_a": [[-0.7, -3.2, -0.3], [1.3, -1.0, -0.8], [-0.3, 2.5, 2.4], [1.1, -0.8, 0.0], [0.0, 1.5, -1.1], [-0.2, 1.2, -1.3], [0.0, 0.7, 0.7], [-1.2, -0.8, 0.4], [2.7, 1.9, -0.9], [0.5, -0.2, -0.1], [-0.1, 1.0, 0.0], [0.0, -0.8, -0.2], [0.2, -0.9, -1.7], [-0.4, -3.0, -0.9], [0.5, 0.2, -1.6], [1.1, -1.1, 0.3], [-2.3, -1.0, 3.0], [2.7, 3.0, -1.9], [-2.4, -2.9, 3.0], [0.0, -0.9, 0.5], [-0.9, 0.1, 0.6], [-0.6, -0.5, 0.5], [0.0, 0.6, -0.1], [0.9, 3.0, -0.9], [0.6, 0.8, 0.6], [-0.6, -0.3, 0.1], [0.2, 0.7, -0.3], [-1.5, -0.1, 0.8], [-0.5, 0.4, 0.0], [0.1, 0.0, -0.7]], "smiles": "CCc1c[nH]c2ccccc12.CC", "charge": 0, "multiplicity": 1, "homo_energy_ev": -7.8, "e_above_lowest_kcal_mol": 43.58}

---

Entry 2:
{"formula": "C5H11NO", "method": "ωB97M-V/def2-TZVPD", "symbols": ["C", "C", "N", "C", "C", "O", "C", "H", "H", "H", "H", "H", "H", "H", "H", "H", "H", "H"], "positions_angstrom": [[-0.234, -2.144, -1.002], [0.757, -1.360, -0.127], [0.307, 0.031, 0.237], [0.827, 0.555, 1.495], [-0.531, 0.773, -0.557], [-0.975, 0.377, -1.630], [-0.972, 2.172, -0.147], [-0.800, -2.904, -0.456], [0.246, -2.605, -1.872], [-0.903, -1.383, -1.411], [1.735, -1.286, -0.626], [0.933, -1.876, 0.827], [1.916, 0.431, 1.552], [0.619, 1.622, 1.610], [0.382, 0.037, 2.355], [-1.541, 2.530, -1.008], [-0.138, 2.856, 0.031], [-1.629, 2.174, 0.728]], "atomic_forces_ev_per_a": [[-0.2, 0.2, 0.0], [0.0, 0.4, 0.1], [-0.2, -0.1, -0.2], [0.0, 0.0, 0.0], [0.0, 0.0, -0.2], [0.3, 0.4, 0.0], [0.0, 0.1, 0.1], [0.2, 0.1, 0.0], [0.1, 0.0, 0.3], [-0.1, -0.8, 0.0], [-0.2, 0.1, 0.1], [0.0, 0.2, -0.2], [-0.2, -0.1, -0.1], [0.0, -0.3, -0.1], [0.1, 0.0, -0.1], [0.1, 0.0, 0.2], [0.0, -0.1, 0.1], [0.2, -0.1, 0.0]], "smiles": "CCN(C)C(C)=O", "charge": 0, "multiplicity": 1, "homo_energy_ev": -9.2, "e_above_lowest_kcal_mol": 22.11}